Record 1
Computed, not measured: a 4-piece molecular cluster, C2H13N2O3 overall, with the ωB97M-V functional and the def2-TZVPD basis.

Each line ends with the Löwdin charge.
Cartesian coordinates (Å):
1 H 1.923 -0.480 -3.100  0.09
2 H -1.850 1.825 1.617  0.04
3 N 1.126 -0.047 -1.200  0.04
4 H 0.789 1.427 2.039  0.08
5 H -0.033 1.597 0.712  0.01
6 O -1.032 -1.509 2.259  -0.03
7 H -0.491 -2.274 2.244  0.04
8 H 1.261 0.452 -0.305  0.12
9 C 2.209 0.047 -2.187  -0.02
10 N -0.681 -1.265 -0.431  0.19
11 O -2.107 1.759 0.698  -0.05
12 H 3.120 -0.468 -1.888  0.10
13 H -1.464 -1.772 -0.718  0.11
14 H -2.912 2.298 0.725  0.07
15 H -1.613 -1.618 3.012  0.06
16 H -0.779 -0.769 0.448  0.07
17 C 0.208 -0.942 -1.356  -0.14
18 H 2.334 1.096 -2.434  0.10
19 H 0.110 -1.524 -2.249  0.16
20 O 0.848 1.517 1.082  -0.03

## Properties
E_HOMO = -14.5919 eV
gap between HOMO and LUMO = 11.86 eV
energy above the lowest of the compared OMol25 structures with the same formula, charge and spin = 31.1 kJ/mol
net charge = +1



Record 2
Computed, not measured: a 4-piece molecular cluster, C2H13N3O3 overall, with the ωB97M-V functional and the def2-TZVPD basis.

Each line ends with the Löwdin charge.
Cartesian coordinates (Å):
1 H 1.152 -1.335 2.946  0.07
2 H -0.072 -1.319 2.229  0.05
3 O -1.674 0.125 2.600  -0.06
4 N 0.887 2.058 -1.295  0.35
5 C 1.150 -0.467 -2.264  -0.03
6 N 0.716 -0.261 -0.866  0.05
7 H 1.182 -0.806 -0.144  0.14
8 H 0.587 3.005 -1.073  0.13
9 H -2.399 -1.682 -0.520  0.03
10 O -2.056 -1.938 -1.381  -0.04
11 C 0.542 1.049 -0.585  -0.43
12 N 0.283 1.334 0.770  0.19
13 H -1.191 0.594 1.896  -0.01
14 H 0.321 -0.170 -2.932  0.10
15 O 0.890 -1.315 2.020  -0.06
16 H -1.450 -1.210 -1.550  -0.01
17 H 1.884 0.291 -2.566  0.09
18 H -0.014 2.266 1.046  0.14
19 H 1.470 -1.490 -2.394  0.10
20 H 0.842 0.915 1.518  0.12
21 H -2.578 0.472 2.695  0.07

## Properties
E_HOMO (alpha / beta) = -14.4907 / -14.4802 eV
gap between HOMO and LUMO (alpha / beta) = 10.49 / 6.21 eV
energy above the lowest of the compared OMol25 structures with the same formula, charge and spin = 0.0 kJ/mol
spin multiplicity = 2
net charge = +1



Record 3
Computed, not measured: a 4-piece molecular cluster, C2H13NO3 overall, with the ωB97M-V functional and the def2-TZVPD basis.

Each line ends with the Löwdin charge.
Cartesian coordinates (Å):
1 H 1.854 -1.511 -2.650  0.00
2 N -1.044 0.492 0.988  -0.22
3 H -1.202 2.280 -0.079  0.06
4 H 1.084 -0.723 -1.703  0.04
5 H 2.426 1.519 -1.299  0.08
6 H -0.543 -1.254 1.709  0.09
7 O 1.172 -0.886 -2.708  -0.08
8 H -2.436 -1.228 1.003  0.11
9 H 1.804 -0.740 2.291  0.03
10 H -1.371 0.572 -0.891  0.08
11 H -0.820 -1.424 -0.070  0.09
12 H -2.740 1.318 -0.102  0.09
13 O 1.788 1.063 -0.720  -0.03
14 C -1.299 -0.943 0.850  -0.16
15 C -1.602 1.301 -0.071  -0.15
16 H -1.147 0.877 1.858  0.06
17 H 0.965 1.408 -0.919  -0.02
18 O 1.730 -1.381 1.585  -0.08
19 H 1.381 -0.740 0.926  0.00

## Properties
E_HOMO = -8.8804 eV
gap between HOMO and LUMO = 9.49 eV
energy above the lowest of the compared OMol25 structures with the same formula, charge and spin = 234.7 kJ/mol



Record 4
Computed, not measured: a 4-piece molecular cluster, C2H13NO3 overall, with the ωB97M-V functional and the def2-TZVPD basis.

Each line ends with the Löwdin charge.
Cartesian coordinates (Å):
1 H -0.676 -1.543 -1.180  0.08
2 O 1.420 0.186 2.871  -0.07
3 H 0.375 -1.028 -3.152  0.06
4 H 1.893 0.545 2.107  0.04
5 H -1.598 0.738 -0.372  0.08
6 C 0.870 -0.778 -2.246  -0.19
7 O -0.426 -1.606 1.475  -0.07
8 H -0.286 1.539 -1.178  0.08
9 N -0.081 -0.742 -1.214  -0.21
10 H -1.215 2.820 2.132  0.05
11 H -0.167 -1.380 0.590  -0.03
12 H 0.657 -0.279 2.481  -0.01
13 C -0.912 0.604 -1.280  -0.07
14 H -0.286 1.609 2.055  -0.03
15 H 1.600 0.131 -2.090  0.13
16 O -0.420 2.467 1.715  -0.04
17 H -0.968 -2.428 1.528  0.07
18 H 1.653 -1.534 -2.044  0.08
19 H -1.433 0.682 -2.198  0.04

## Properties
E_HOMO = -9.4931 eV
gap between HOMO and LUMO = 10.13 eV
energy above the lowest of the compared OMol25 structures with the same formula, charge and spin = 183.1 kJ/mol



Record 5
Computed, not measured: a 4-piece molecular cluster, C2H13NO3 overall, with the ωB97M-V functional and the def2-TZVPD basis.

Each line ends with the Löwdin charge.
Cartesian coordinates (Å):
1 H -0.790 -1.205 0.555  0.05
2 O -0.484 0.089 -2.040  -0.05
3 H -2.570 0.083 2.331  0.07
4 H -2.048 1.104 1.127  0.06
5 H -0.684 -2.028 2.097  0.07
6 O -0.072 2.907 -0.832  -0.06
7 C -0.309 -1.163 1.543  -0.13
8 H -1.564 1.840 2.609  0.11
9 H 2.743 -2.302 -3.225  0.04
10 C -1.743 0.775 2.152  -0.18
11 O 2.775 -2.802 -2.391  -0.07
12 H 2.268 -2.319 -1.728  0.02
13 H -0.259 -0.030 3.213  0.08
14 H 0.831 2.623 -0.995  0.04
15 N -0.419 0.157 2.234  -0.19
16 H 0.788 -1.166 1.266  0.09
17 H -0.510 -0.465 -1.186  0.05
18 H -0.463 0.980 -1.844  -0.06
19 H -0.248 2.557 0.075  0.05

## Properties
E_HOMO = -9.6091 eV
gap between HOMO and LUMO = 10.06 eV
energy above the lowest of the compared OMol25 structures with the same formula, charge and spin = 207.7 kJ/mol



Record 6
Computed, not measured: a 4-piece molecular cluster, C2H13NO4 overall, with the ωB97M-V functional and the def2-TZVPD basis.

Each line ends with the Löwdin charge.
Cartesian coordinates (Å):
1 N -0.633 0.149 -1.397  -0.11
2 C -0.509 -1.263 -1.429  -0.31
3 C -1.655 0.641 -2.334  -0.11
4 H 0.219 0.628 -1.655  0.11
5 H -0.272 1.405 0.974  0.03
6 H 0.655 1.558 2.974  0.00
7 O -0.160 2.333 1.212  -0.06
8 H 0.167 -1.775 -0.742  0.11
9 H -1.965 1.626 -1.978  0.07
10 H 1.254 1.185 4.271  0.05
11 O -0.050 -1.677 -2.732  -0.07
12 H -1.277 0.464 -3.352  0.08
13 H -2.590 0.079 -2.261  0.08
14 O 2.020 -1.368 2.015  -0.07
15 H 1.945 -0.423 2.197  0.00
16 H 1.290 -1.705 2.520  0.01
17 O 0.703 0.818 3.571  -0.05
18 H -0.612 2.795 0.506  0.04
19 H -0.179 -2.613 -2.844  0.07
20 H -1.495 -1.671 -1.133  0.12

## Properties
E_HOMO = -9.7100 eV
gap between HOMO and LUMO = 10.37 eV
energy above the lowest of the compared OMol25 structures with the same formula, charge and spin = 106.6 kJ/mol